# 1
Density functional theory data (the ωB97M-V functional and the def2-TZVPD basis) for a molecular structure, C18H64BInNO18.

Values from the calculation:
**HOMO-LUMO gap**: 0.2267 Ha
**Charge**: -1
**HOMO energy**: -4.0 eV
**Lowest unoccupied orbital energy**: 2.14 eV

Each line ends with the Löwdin charge.
Cartesian coordinates (Å):
O: -4.76627 4.06245 1.23017  -0.1231
C: -5.54278 -2.11960 -3.12042  -0.1461
H: -2.74756 -4.16655 6.02718  0.0748
O: 1.32979 8.00717 -2.55419  -0.1236
C: -0.30052 7.56655 0.89010  -0.1710
O: -2.88262 -0.11195 -1.36719  -0.0030
H: 3.27552 -3.33846 0.44508  0.0825
O: -0.51131 5.16653 -2.23850  -0.1603
C: -1.03039 -2.61901 2.95334  -0.1541
H: -6.79204 3.64550 1.52350  0.0749
H: 3.33424 -6.66211 -3.87958  0.0783
H: -1.53885 5.99344 -3.84394  0.0700
H: 7.48574 -2.01632 -0.70838  0.0744
H: 5.82926 -3.43158 -2.25232  0.0631
H: -3.66131 2.03816 0.04046  0.0780
H: 0.78580 8.21650 -4.55341  0.0807
H: -3.91519 -5.84918 4.88123  0.0715
O: -0.27201 6.16531 0.70297  -0.1147
H: 6.93027 -6.56807 3.22450  0.0718
C: 5.46238 -2.89086 -3.12315  -0.1621
H: -2.27528 6.27255 -2.23887  0.0727
H: 0.48601 2.71103 -2.41258  -0.0799
O: 2.39950 -0.35891 -0.15374  -0.0694
H: 2.91425 0.71288 5.49072  0.0689
H: -2.15242 -6.10348 4.84728  0.0756
H: -6.13341 3.39332 -0.10047  0.0752
H: -1.03687 5.90662 0.17923  0.0607
O: 5.50965 -5.52380 2.10485  -0.1288
H: 4.05943 -7.44652 -2.46524  0.0739
H: -1.18614 7.88925 1.44935  0.0715
H: -9.01264 0.91859 0.11510  0.0692
H: -0.76777 -3.49472 2.35001  0.0811
H: -0.50163 8.40683 -3.34900  0.0693
O: -5.55968 -0.84717 -2.48894  -0.1382
C: -2.57077 1.96879 0.05083  -0.2166
O: 1.69940 -1.63793 1.55440  0.0341
H: 6.38681 -5.02841 3.93256  0.0753
H: 6.16907 -3.03137 -3.94927  0.0768
C: -6.10781 4.04570 0.76944  -0.1596
H: 1.86138 1.55968 0.45051  0.0471
O: 0.54871 -0.37406 -3.23953  -0.3147
H: 0.58539 7.83221 1.46387  0.0757
O: 3.74985 -5.38354 -2.36784  -0.1328
C: 4.08094 -6.55269 -3.09619  -0.1602
O: -0.87828 -1.42145 2.20471  -0.1499
H: 1.76120 -1.19496 3.76291  0.0374
H: 0.05228 -1.35557 1.93950  0.0084
H: -2.70460 -0.87963 -0.80572  0.1004
H: -1.00523 1.74816 1.54745  0.0683
H: 5.72657 -2.70747 1.39967  0.0778
O: -2.76046 -4.11753 5.06810  -0.1303
H: 5.02480 -1.04067 -3.53529  0.0816
H: -2.14002 2.96536 -0.08802  0.0767
O: -7.41499 -0.22913 -0.37175  -0.1313
H: -4.75248 -2.17744 -3.87229  0.0817
In: 0.14813 1.15303 -1.72736  0.7701
O: -0.46698 -2.12073 -2.61664  -0.0959
H: 0.70996 0.31932 0.86901  0.0180
H: 7.55228 -1.34093 0.93361  0.0751
H: -8.24061 1.37342 -1.41447  0.0722
H: -2.96864 -5.34285 3.47086  0.0779
H: -4.69793 -0.72577 -2.06207  0.0521
C: -8.53241 0.52770 -0.78179  -0.1866
C: -1.72353 5.55184 -2.85759  -0.1658
H: 5.30000 -6.42614 3.90603  0.0755
C: 6.07230 -5.89946 3.34974  -0.1689
H: 2.25323 8.18608 -2.74763  0.0777
H: -1.96132 0.32096 1.40796  0.0412
H: -2.07077 -2.69198 3.25186  0.0587
H: -0.40790 -2.60770 3.85229  0.0743
C: 1.37710 0.65286 0.07549  -0.2196
H: -6.45012 5.04276 0.47268  0.0705
H: -6.98095 -0.57769 -1.16718  0.0358
H: 4.40088 -5.27312 -1.66832  0.0690
N: -0.41359 -1.22621 -3.42681  -0.2536
H: -5.39996 -2.92808 -2.39743  0.0790
H: 4.49080 -3.29424 -3.40434  0.0727
H: 2.46451 1.01180 3.79935  0.0754
H: 0.01506 5.96605 -2.12787  0.0459
C: 0.54081 8.62391 -3.56955  -0.1507
O: 2.36479 -0.95596 4.47734  -0.1309
C: -2.03559 1.41442 1.40084  -0.1026
C: 2.84333 -2.65574 -0.29041  0.0400
H: 3.65686 -2.29288 -0.91917  0.0685
H: -2.65166 1.72513 2.24565  0.0711
H: -0.26761 8.10662 -0.06257  0.0632
H: -9.26569 -0.07848 -1.32672  0.0696
O: 6.26008 -2.94948 0.63563  -0.1434
C: 2.24717 -1.51228 0.46946  -0.5189
H: 2.09458 -3.17118 -0.89060  0.0986
O: 5.35364 -1.51636 -2.76793  -0.1266
C: -2.96030 -5.42666 4.55500  -0.1592
B: -2.01974 0.94069 -0.99265  -0.5031
H: 0.68388 9.70788 -3.57570  0.0739
C: 6.89422 -1.75772 0.16567  -0.1412
H: 6.18023 -5.04895 1.60110  0.0453
H: 5.06875 -6.47543 -3.56366  0.0737
H: 1.20648 0.69708 5.01377  0.0757
H: -2.34371 4.66731 -2.98518  0.0808
H: -4.71381 4.62810 2.00465  0.0727
H: 6.15191 -1.01327 -0.12428  0.0786
H: -6.50631 -2.25576 -3.61031  0.0725
C: 2.22122 0.43571 4.69701  -0.1677



# 2
Density functional theory data (the ωB97M-V functional and the def2-TZVPD basis) for 2 unconnected molecules or ions with the total composition C4H12Si2.

Values from the calculation:
**HOMO-LUMO gap (alpha / beta)**: 0.2990 / 0.3086 Ha
**ΔE to the lowest compared entry with this formula, charge and spin**: 88.1 kcal per mole
**HOMO energy (alpha / beta)**: -7.9 / -7.8 eV
**Lowest unoccupied orbital energy (alpha / beta)**: 0.22 / 0.60 eV

Each line ends with the Löwdin charge.
Cartesian coordinates (Å):
H: -0.71897 -2.61216 -2.24693  -0.0858
C: 0.37813 -0.36551 0.40672  -0.3118
H: -1.49505 3.40263 -0.34000  0.0757
H: 1.80029 -1.18045 2.55424  -0.0836
Si: 0.62262 -2.14798 -1.87467  0.6202
C: -1.25853 2.33422 -0.25231  -0.1886
C: -0.14359 2.12491 0.69524  -0.0634
C: 0.42601 -0.53913 -0.88331  -0.4166
H: 1.36489 -1.79778 -3.09221  -0.0879
H: 0.13973 -2.71931 1.80001  -0.0858
H: 0.30951 0.31316 -1.55131  0.0243
H: 1.33757 -3.17866 -1.12491  -0.0869
H: -0.53900 -0.72040 2.91763  -0.0864
H: -0.35983 2.09952 1.74872  0.0373
H: 0.83353 2.48043 0.42072  0.0469
H: -2.15432 1.81293 0.07715  0.0719
Si: 0.44944 -1.29239 1.99911  0.5672
H: -0.99245 1.98597 -1.25388  0.0532



# 3
Density functional theory data (the ωB97M-V functional and the def2-TZVPD basis) for a gas-phase ion, C3H4N3S (charge -1).

Values from the calculation:
**HOMO-LUMO gap (alpha / beta)**: 0.2361 / 0.2360 Ha
**ΔE to the lowest compared entry with this formula, charge and spin**: 121.8 kcal per mole
**Charge**: -1
**HOMO energy (alpha / beta)**: -2.5 / -2.5 eV
**Lowest unoccupied orbital energy (alpha / beta)**: 3.90 / 3.90 eV

Each line ends with the Löwdin charge.
Cartesian coordinates (Å):
C: 1.42502 1.32647 -1.24732  0.0048
H: -1.70417 -0.65439 1.32668  -0.0359
N: 1.40048 0.04806 -1.28584  -0.0752
H: 0.40559 -1.73211 -0.90289  0.1028
C: -0.14066 1.06483 0.77253  -0.7234
H: -1.64961 -1.37367 -0.08183  0.0986
C: 0.63879 -0.69495 -0.69282  -0.3029
N: -0.06482 -0.24097 0.41989  -0.3175
S: -1.42863 1.63592 1.65344  0.3257
H: 2.13476 1.83316 -0.74762  -0.0630
N: -1.01675 -1.21235 0.78578  -0.0141



# 4
Density functional theory data (the ωB97M-V functional and the def2-TZVPD basis) for 2 unconnected molecules or ions with the total composition C3H12N3O.

Values from the calculation:
**HOMO-LUMO gap**: 0.4147 Ha
**ΔE to the lowest compared entry with this formula, charge and spin**: 36.4 kcal per mole
**Charge**: +1
**HOMO energy**: -13.9 eV
**Lowest unoccupied orbital energy**: -2.64 eV

Each line ends with the Löwdin charge.
Cartesian coordinates (Å):
H: 1.91403 -0.36139 -0.39193  0.1322
H: 0.25120 -0.81293 0.12416  0.0674
H: 1.03804 -2.79134 -2.35764  0.1389
H: -1.08161 3.37198 0.79510  0.1038
N: 0.00718 1.65905 1.19762  -0.0024
H: -0.66355 -1.31755 -2.13150  0.1265
H: -0.87586 -2.51089 0.58430  0.1268
H: -1.18856 -2.98374 -1.85845  0.1302
N: -1.00272 -1.77138 -0.11405  0.0034
H: -1.96708 -1.52092 -0.13615  0.1020
H: 1.90354 1.72116 0.28306  0.1617
C: -0.57359 -2.16347 -1.43166  -0.3176
H: -0.37683 3.23594 2.45110  0.0978
H: 0.66482 3.67824 1.03232  0.1079
H: -0.75358 1.02675 1.34989  0.1476
O: 0.81043 -2.58070 -1.39534  -0.0851
C: -0.19354 3.07085 1.38301  -0.0504
C: 1.03400 1.12388 0.54253  -0.1552
N: 1.05367 -0.07356 0.07363  0.1646



# 5
Density functional theory data (the ωB97M-V functional and the def2-TZVPD basis) for 2 unconnected molecules or ions with the total composition C6H14N2.

Values from the calculation:
**HOMO-LUMO gap**: 0.3056 Ha
**ΔE to the lowest compared entry with this formula, charge and spin**: 130.2 kcal per mole
**HOMO energy**: -7.5 eV
**Lowest unoccupied orbital energy**: 0.86 eV

Each line ends with the Löwdin charge.
Cartesian coordinates (Å):
H: 0.00223 -2.07776 -1.08138  0.0928
H: 0.81585 3.18763 -0.73179  0.0704
H: 1.56486 -0.51062 1.95327  0.0659
N: -0.66330 -0.75019 0.36867  -0.3552
C: 1.73844 -0.19938 0.91948  -0.0467
H: 2.27084 -1.01991 0.41260  0.0823
H: -0.61222 -1.06779 2.35746  0.0682
N: -1.28819 -0.76329 1.65530  0.0691
H: 2.16483 2.05868 -0.74523  0.0671
C: 1.12736 2.19935 -1.08206  -0.0951
H: -2.17873 1.43893 -0.79902  0.0173
C: 0.17247 1.15615 -0.61373  -0.0811
C: -1.78266 0.45832 -1.01760  0.0348
H: -1.43985 -2.59578 -0.17475  0.0815
C: 0.46439 0.16074 0.20817  -0.3629
H: 0.17963 -2.68998 0.58024  0.0786
C: -0.46385 -2.11688 -0.09844  -0.0712
H: -1.52855 0.20093 1.86807  0.0861
H: -1.57892 0.31004 -2.06879  0.0280
H: 2.41558 0.65389 0.94900  0.0647
H: -2.50889 -0.27819 -0.68420  0.0333
H: 1.12866 2.24515 -2.17529  0.0717



# 6
Density functional theory data (the ωB97M-V functional and the def2-TZVPD basis) for a single C4H4O2 molecule.

Values from the calculation:
**HOMO-LUMO gap**: 0.3825 Ha
**ΔE to the lowest compared entry with this formula, charge and spin**: 84.6 kcal per mole
**HOMO energy**: -10.2 eV
**Lowest unoccupied orbital energy**: 0.24 eV

Each line ends with the Löwdin charge.
Cartesian coordinates (Å):
H: -2.06258 -0.52221 -0.16193  0.0412
H: -0.64235 -1.46767 -0.77781  0.1027
H: 1.64044 1.68592 -0.05767  0.1608
C: 1.03822 0.74572 -0.03437  -0.2183
O: 1.81822 -0.30151 0.53535  0.0850
H: -1.09882 -1.29536 1.09925  0.1614
C: -0.37271 0.63244 0.04153  -0.4719
O: -1.06126 1.63138 0.04281  0.0862
C: -1.05244 -0.72026 -0.01288  -0.0134
C: 1.79330 -0.38844 -0.67427  0.0664



# 7
Density functional theory data (the ωB97M-V functional and the def2-TZVPD basis) for a single C7H9NS2 molecule.

Values from the calculation:
**HOMO-LUMO gap**: 0.2984 Ha
**ΔE to the lowest compared entry with this formula, charge and spin**: 10.0 kcal per mole
**SMILES**: CSC(=S)c1cccn1C
**HOMO energy**: -8.3 eV
**Lowest unoccupied orbital energy**: -0.16 eV

Each line ends with the Löwdin charge.
Cartesian coordinates (Å):
C: -0.36425 -1.30006 -0.73309  -0.0976
H: 2.45771 1.60759 -0.75769  0.0760
H: -0.65605 -2.24310 -0.31711  0.0957
H: 1.21290 2.58694 -1.56472  0.0901
C: 0.41487 -0.33991 -0.14843  -0.1988
H: 1.15451 2.33129 0.19222  0.0830
C: -0.05814 0.40605 -2.14308  -0.1005
C: 1.00055 -0.29058 1.61958  -1.0685
H: -1.90660 0.03328 1.71926  0.0463
C: 1.39807 1.86959 -0.76579  -0.0535
S: 0.00437 -0.84398 2.88138  0.8448
H: -1.25102 -1.31775 -2.76219  0.0911
H: -0.04916 1.09346 -2.96527  0.1132
N: 0.59439 0.70169 -0.98792  -0.1461
C: -1.68853 -0.89908 2.22817  -0.3677
C: -0.65710 -0.82090 -2.02257  -0.0903
S: 2.52552 0.18341 1.86546  0.6307
H: -2.32338 -1.01559 3.10172  0.0321
H: -1.80864 -1.74237 1.56008  0.0198



# 8
Density functional theory data (the ωB97M-V functional and the def2-TZVPD basis) for a gas-phase ion, CBrFNO2 (charge -1).

Values from the calculation:
**HOMO-LUMO gap (alpha / beta)**: 0.2716 / 0.2717 Ha
**ΔE to the lowest compared entry with this formula, charge and spin**: 32.4 kcal per mole
**Charge**: -1
**HOMO energy (alpha / beta)**: -5.2 / -5.2 eV
**Lowest unoccupied orbital energy (alpha / beta)**: 2.18 / 2.18 eV

Each line ends with the Löwdin charge.
Cartesian coordinates (Å):
O: -0.99444 -1.12004 -0.62507  -0.0599
C: -1.22301 -0.11438 -0.03115  -0.9809
Br: 1.49387 -0.16909 0.50304  1.1403
N: -0.04611 0.56427 0.68227  -0.3741
F: 2.99283 0.35707 -0.76093  -0.7183
O: -2.22315 0.48216 0.23184  -0.0071



Asked for F_max across the records above, the calculation gives 1.0 2.1 4.0 2.1 2.5 4.1 5.2 3.6 eV/Å in order.
Asked for E_tot across the records above, the calculation gives -63892.104 -20093.008 -18477.201 -9817.235 -9423.839 -8303.409 -30563.608 -79379.928 eV in order.